The following is a quantum chemistry calculation of 11 unconnected molecules or ions with the total composition C4H32N2O10 at a distorted geometry, from OMol25.

Kohn-Sham gap (eV): 8.591
Structure (SMILES): CN[C@@H](C)CN.O.O.O.O.O.O.O.O.O.O
E (hartree): -1033.37055
E_HOMO (eV): -8.6
Relative energy (zero: lowest compared OMol25 entry of this formula, charge and spin) (kJ/mol): 349.9

Last column: natural (NBO) charge in e.
Positions of all 48 atoms, in Å:
C (2.140, -0.981, -1.922)  -0.438
N (1.038, -1.007, -0.990)  -0.679
C (2.341, -2.814, 0.517)  -0.647
C (1.288, -1.644, 0.346)  -0.051
C (1.788, -0.437, 1.231)  -0.238
N (0.810, 0.030, 2.096)  -0.880
H (2.107, -1.850, -2.607)  0.180
H (2.111, -0.053, -2.622)  0.216
H (3.112, -1.089, -1.482)  0.189
H (0.214, -1.516, -1.434)  0.382
H (3.418, -2.425, 0.471)  0.211
H (2.223, -3.662, -0.218)  0.220
H (2.261, -3.196, 1.492)  0.215
H (0.209, -1.751, 0.690)  0.200
H (2.748, -0.774, 1.547)  0.207
H (2.134, 0.359, 0.468)  0.147
H (0.876, -0.233, 3.061)  0.367
H (-0.135, -0.187, 1.897)  0.379
H (-1.505, -1.185, -1.831)  0.492
H (-2.152, -2.501, -1.907)  0.490
O (-1.416, -1.995, -2.322)  -0.964
H (-3.420, -1.787, 1.431)  0.488
H (-2.558, -3.009, 1.627)  0.469
O (-2.605, -2.059, 1.853)  -0.956
H (3.497, 1.241, 0.589)  0.447
H (3.346, 1.002, 2.032)  0.466
O (4.017, 1.274, 1.295)  -0.910
H (-0.862, 1.202, -0.653)  0.498
H (-0.731, 1.612, -2.275)  0.504
O (-1.287, 1.200, -1.500)  -1.001
H (-1.509, 3.066, 1.364)  0.473
H (-1.980, 3.306, 0.054)  0.472
O (-2.199, 2.852, 0.884)  -0.937
H (0.718, 3.067, 3.095)  0.471
H (-0.148, 1.948, 3.143)  0.475
O (-0.282, 2.857, 3.010)  -0.946
H (1.938, 3.242, -0.151)  0.473
H (0.534, 3.757, 0.096)  0.464
O (1.136, 3.549, -0.632)  -0.936
H (-3.656, 0.715, 2.245)  0.464
H (-3.454, 1.372, 0.873)  0.485
O (-4.188, 1.031, 1.483)  -0.958
H (-0.554, 0.213, -4.228)  0.455
H (-0.260, -1.132, -3.802)  0.482
O (0.193, -0.377, -4.210)  -0.936
H (-3.815, 0.225, -0.873)  0.484
H (-3.462, -0.833, -2.033)  0.469
O (-4.020, -0.620, -1.199)  -0.955

***

The following is a quantum chemistry calculation of 13 unconnected molecules or ions with the total composition C4H32N2O14 at a distorted geometry, from OMol25.

Kohn-Sham gap (eV): 10.235
E (hartree): -1334.50242
E_HOMO (eV): -10.3
Relative energy (zero: lowest compared OMol25 entry of this formula, charge and spin) (kJ/mol): 131.8

Last column: natural (NBO) charge in e.
Positions of all 52 atoms, in Å:
C (-0.208, 0.754, -0.713)  -0.263
C (-0.149, 1.387, -2.081)  -0.550
C (1.212, 1.287, -2.783)  0.467
O (2.169, 0.661, -2.413)  -0.572
N (0.073, -0.664, -0.784)  -0.663
C (-0.941, -1.607, -0.772)  0.799
N (-1.975, -1.418, 0.132)  -0.894
O (-0.786, -2.701, -1.314)  -0.674
H (0.668, 1.168, -0.176)  0.201
H (-1.080, 1.170, -0.194)  0.246
H (-0.452, 2.415, -2.129)  0.247
H (-0.706, 0.945, -2.929)  0.281
H (1.136, 1.704, -3.809)  0.119
H (0.901, -0.880, -1.324)  0.440
H (-1.997, -0.696, 0.851)  0.425
H (-2.428, -2.245, 0.500)  0.416
H (1.876, 2.626, 2.130)  0.504
H (0.877, 2.503, 3.420)  0.522
O (0.974, 2.735, 2.450)  -1.042
H (2.140, -3.777, -1.570)  0.491
H (0.764, -2.992, -1.393)  0.485
O (1.760, -2.905, -1.434)  -1.026
H (1.568, -1.475, -3.496)  0.470
H (0.824, -2.707, -3.712)  0.470
O (1.163, -1.973, -4.241)  -0.940
H (3.232, 0.910, 1.683)  0.483
H (4.289, 1.593, 0.802)  0.485
O (3.739, 1.733, 1.584)  -0.964
H (-3.548, -0.404, -0.722)  0.495
H (-4.915, 0.276, -0.304)  0.487
O (-4.037, 0.435, -0.663)  -0.983
H (0.214, 0.629, 4.399)  0.497
H (1.513, 0.607, 3.748)  0.475
O (1.060, 1.119, 4.436)  -0.939
H (1.214, -3.820, 0.760)  0.457
H (2.425, -3.276, 1.450)  0.481
O (2.072, -4.094, 1.095)  -0.949
H (-2.514, -0.342, -2.945)  0.457
H (-3.506, 0.734, -2.877)  0.485
O (-2.738, 0.474, -3.412)  -0.933
H (-1.416, 3.895, 1.756)  0.494
H (-0.323, 3.001, 1.193)  0.522
O (-1.260, 3.270, 1.038)  -0.960
H (2.458, -1.176, 0.546)  0.498
H (1.440, -1.439, 1.708)  0.489
O (2.376, -1.315, 1.499)  -0.974
H (0.163, 0.050, 1.971)  0.459
H (-1.212, 0.210, 2.390)  0.503
O (-0.464, -0.405, 2.573)  -0.995
H (-2.118, 2.034, 1.293)  0.507
H (-3.099, 0.838, 1.079)  0.490
O (-2.425, 1.151, 1.708)  -1.028